Computed, not measured: C14H37Be3F6N3O7P as an isolated structure, with ωB97M-V/def2-TZVPD.

XYZ file:
```
71
Properties=species:S:1:pos:R:3
Be 0.3572 -4.0734 -1.8352
Be -1.1300 -1.2174 2.2350
Be -1.0188 0.3648 -2.8305
C -0.2555 -1.4080 -0.5317
O -0.2369 -2.4169 0.1485
O -0.7803 -0.3867 -0.1614
O 0.1726 -1.4803 -1.6917
P 1.2331 -1.7122 -5.2518
F 2.6976 -2.0746 -5.7718
F 0.5257 -2.5053 -6.5156
F 1.0891 -3.0639 -4.4248
F -0.1990 -1.0609 -4.6872
F 1.8294 -0.8950 -4.0162
F 1.0614 -0.3843 -6.1857
C 2.7712 2.8948 -1.6180
C 1.3363 2.3097 -1.7563
C 0.1887 3.1444 -1.2325
O -1.0881 2.4025 -1.3029
C -2.0943 3.1250 -0.4581
N 1.1148 1.8106 -3.0984
H 2.7363 3.9763 -1.7493
H 3.3603 2.4032 -2.3922
H 3.2302 2.8005 -0.6339
H 1.3827 1.4256 -1.1204
H 0.1065 4.0429 -1.8440
H 0.4773 3.3681 -0.2055
H -1.8358 3.0180 0.5953
H -3.0145 2.5568 -0.5942
H -2.4053 4.0858 -0.8683
H 1.3178 2.5392 -3.7678
H 1.8782 1.1954 -3.3405
C -5.1810 1.2322 2.2304
C -4.1286 0.0897 2.3495
C -4.2937 -0.8577 1.1565
O -3.2896 -1.8573 1.2152
C -3.4407 -2.9253 0.3090
N -2.8644 0.7862 2.0829
H -5.0318 2.0221 1.4943
H -5.1101 1.8434 3.1302
H -6.2313 0.9547 2.1410
H -4.0151 -0.4339 3.2988
H -4.0322 -0.3214 0.2443
H -5.3405 -1.1592 1.1189
H -3.3295 -2.5832 -0.7199
H -4.4550 -3.2843 0.4836
H -2.7452 -3.7397 0.5118
H -2.8937 1.1754 1.1514
H -3.0236 1.6158 2.6366
C 3.0115 0.8031 2.1104
C 1.8663 -0.1728 2.2603
C 2.1590 -1.2224 3.3180
O 1.1330 -2.2188 3.1714
C 1.5289 -3.2765 3.9931
N 0.7009 0.5692 2.5718
H 3.4039 1.0492 3.0971
H 2.6378 1.6551 1.5425
H 3.8113 0.4480 1.4605
H 1.6908 -0.7604 1.3592
H 2.0450 -0.6823 4.2579
H 3.1662 -1.5860 3.1140
H 0.9830 -4.1945 3.7755
H 1.2452 -2.8674 4.9628
H 2.5652 -3.5965 3.8848
H 0.6733 1.3155 1.8919
H 0.9018 1.1048 3.4041
C 3.7901 -0.4651 -1.3908
O 3.0665 -1.3547 -0.6722
H 4.1598 0.4051 -0.8484
H 4.6974 -0.7684 -1.9131
H 3.1833 -0.1596 -2.2432
H 2.1778 -1.3671 -1.0350
```

- LUMO: -0.533 Eh
- Charge: +3



Computed, not measured: C14H37FeO5 as an isolated structure, with ωB97M-V/def2-TZVPD.

XYZ file:
```
57
Properties=species:S:1:pos:R:3
Fe -0.9624 1.9528 -1.5863
C 0.2736 -0.7661 0.8832
C -0.6164 0.3410 1.3602
O -1.0060 1.0529 0.2636
H 0.4338 -1.3620 1.7817
H 1.2099 -0.3074 0.5654
H -0.1801 -1.3914 0.1142
H -0.0262 0.8043 2.1508
H -1.4949 -0.0947 1.8362
C 2.9166 1.1040 4.3324
C 1.7335 1.7691 4.9570
C 0.6883 0.7853 5.4823
O 2.1206 2.4201 6.0985
H 2.5464 0.4761 3.5220
H 3.2996 0.4346 5.1026
H 3.7376 1.7620 4.0476
H 1.2553 2.3987 4.2067
H 0.0393 0.3391 4.7288
H -0.0098 1.4033 6.0470
H 1.0770 0.0051 6.1368
H 2.6736 1.8177 6.6014
C 5.6710 0.1881 -1.0663
C 4.2389 0.7006 -0.8104
C 4.2160 2.0566 -0.0117
O 3.6793 0.8794 -2.1123
H 5.7851 -0.8434 -1.3998
H 6.1912 0.2602 -0.1112
H 6.1288 0.9506 -1.6964
H 3.6854 -0.0359 -0.2278
H 4.8214 1.9864 0.8920
H 3.2094 2.4418 0.1508
H 4.5203 2.9710 -0.5209
H 2.7442 0.9204 -1.8989
C -3.8077 -1.2045 -0.2949
C -4.6434 -1.6018 -1.4642
C -6.1331 -1.3292 -1.1937
O -4.2852 -0.9128 -2.4894
H -3.6987 -1.9245 0.5162
H -4.1746 -0.2959 0.1826
H -2.8116 -0.9443 -0.6529
H -4.5068 -2.6610 -1.6820
H -6.4899 -0.2996 -1.1683
H -6.4801 -1.8133 -0.2808
H -6.7241 -1.7908 -1.9847
H -5.0267 -1.1052 -3.0680
C -0.6750 -1.8973 -3.2547
C -0.9618 -0.4972 -3.8083
C -1.9624 -0.6398 -4.9631
O -1.5823 0.2860 -2.8168
H -1.5548 -2.3828 -2.8323
H -0.1173 -1.6865 -2.3422
H 0.0696 -2.5223 -3.7478
H -0.0078 -0.0334 -4.0588
H -2.9939 -0.8216 -4.6614
H -1.6827 -1.4781 -5.6011
H -1.9401 0.3031 -5.5095
H -2.4103 -0.1677 -2.6430
```

- LUMO (alpha / beta): -0.285 / -0.433 Eh
- Multiplicity: 6
- Charge: +2
- Energy relative to the best compared isomer or geometry (same formula, charge and spin): 4.997 eV
- ⟨S²⟩: 8.76



Computed, not measured: C14H37I2LaOP2Si2 as an isolated structure, with ωB97M-V/def2-TZVPD.

XYZ file:
```
59
Properties=species:S:1:pos:R:3
I -1.7649 3.9175 -0.8736
I -1.6668 -2.3378 -1.3675
La -2.4883 0.8678 -1.2764
P -2.6481 0.7251 1.4488
C -1.4829 0.9655 2.7539
C -3.8844 2.0274 1.6239
H -4.4367 1.7972 2.5351
H -4.1481 -0.7700 2.5026
H -4.5806 2.0824 0.7710
H -4.2420 -1.0090 0.7439
H -0.9490 1.8817 2.6024
H -3.3932 3.0050 1.6909
C -3.5568 -0.8326 1.5931
H -1.9434 0.9450 3.7414
H -2.9003 -1.7113 1.6260
H -0.7604 0.1385 2.7006
P -1.0605 1.0295 -3.6004
C 0.6704 1.2512 -3.8742
C -1.6631 -0.4456 -4.4640
H -3.0618 2.4013 -4.0607
H -1.9522 2.3021 -5.4459
H -1.6017 3.3645 -4.0443
C -1.9966 2.3910 -4.3599
H -2.7010 -0.7078 -4.1886
H -1.6234 -0.2804 -5.5389
H 0.8675 1.3184 -4.9277
H 1.2335 0.4287 -3.4397
H -1.0707 -1.3315 -4.1983
H 1.0014 2.1552 -3.3654
C 0.0998 0.8174 -0.2162
O 1.0857 1.4910 -0.4079
C 2.5087 1.4583 2.1126
Si 1.6827 -0.2067 2.2865
C 2.8097 -1.6318 2.7786
C 1.0075 0.0508 4.0678
C 0.1527 -0.5202 0.2562
Si 1.6254 -1.6016 -0.1504
C 1.4438 -3.3245 0.5037
C 1.7914 -1.8516 -1.9921
C 3.3061 -0.7231 -0.1480
H 3.1693 1.5130 2.9930
H 1.7729 2.2675 2.2018
H 3.1143 1.6316 1.2200
H 3.4703 -1.1581 3.5244
H 2.1904 -2.3922 3.2801
H 3.4072 -2.1110 1.9940
H 1.9316 0.1030 4.6709
H 0.3976 -0.8013 4.4008
H 0.4524 0.9904 4.2150
H -0.6267 -0.8926 0.9815
H 0.4384 -3.7338 0.3619
H 2.1302 -3.8853 -0.1416
H 1.7320 -3.4810 1.5428
H 2.1561 -0.9530 -2.4977
H 0.9127 -2.2477 -2.5000
H 2.5851 -2.6090 -1.9851
H 3.3095 0.1335 -0.8304
H 3.8050 -0.4060 0.7680
H 3.9425 -1.4948 -0.5983
```

- LUMO (alpha / beta): -0.290 / -0.352 Eh
- Charge: +2



Computed, not measured: C14H37InN3O4 as an isolated structure, with ωB97M-V/def2-TZVPD.

XYZ file:
```
59
Properties=species:S:1:pos:R:3
N 1.1841 5.3473 -5.8956
C 0.2033 5.1896 -5.1072
C 0.2580 4.3731 -3.8845
In 0.6534 5.8528 -2.1832
H 1.9748 4.8161 -5.5342
H -0.7542 5.6657 -5.2995
H -0.7094 3.8988 -3.7298
H 1.0363 3.6208 -3.9643
H -0.8579 6.8125 -1.9844
H 1.1282 5.0410 -0.6986
H 1.9521 6.9294 -2.8134
C -3.6578 1.7244 3.7842
O -2.3043 1.5450 4.1465
C -1.7321 0.3182 3.7099
C -0.7571 0.5208 2.5656
N -1.4375 0.8883 1.3329
C -0.5611 1.3883 0.2689
C 0.3108 2.6131 0.5368
O -0.3911 3.8264 0.6589
C -0.9850 4.0613 1.9147
H -4.0438 2.5609 4.3658
H -3.7678 1.9749 2.7244
H -4.2549 0.8362 4.0128
H -2.5057 -0.4101 3.4450
H -1.1739 -0.0826 4.5615
H -0.2105 -0.4138 2.3967
H -0.0401 1.2882 2.8837
H -2.1287 1.5981 1.5321
H -1.2033 1.6309 -0.5806
H 0.0869 0.5638 -0.0494
H 0.9496 2.7462 -0.3404
H 0.9907 2.4724 1.3882
H -0.3805 3.6714 2.7393
H -1.9984 3.6470 1.9575
H -1.0747 5.1424 2.0330
C -0.8845 -3.4952 1.4003
O 0.2259 -2.7593 0.9292
C 1.4791 -3.1944 1.4397
C 2.2929 -3.9146 0.3817
N 1.7221 -5.2151 0.0531
C 2.2594 -5.8379 -1.1551
C 2.1563 -5.0891 -2.4832
O 0.8453 -4.9748 -3.0016
C 0.0573 -3.9409 -2.4352
H -1.7800 -2.9300 1.1441
H -0.9591 -4.4776 0.9207
H -0.8507 -3.6214 2.4865
H 1.3538 -3.8120 2.3344
H 2.0281 -2.2942 1.7299
H 3.3106 -4.0615 0.7566
H 2.3399 -3.2533 -0.4917
H 0.7219 -5.1212 -0.0571
H 1.7366 -6.7895 -1.2789
H 3.3132 -6.0772 -0.9753
H 2.7059 -5.6799 -3.2209
H 2.6454 -4.1083 -2.4551
H 0.6513 -3.0583 -2.1890
H -0.4783 -4.2968 -1.5516
H -0.6907 -3.6563 -3.1749
```

- LUMO: 0.082 Eh
- Charge: -1
- Energy relative to the best compared isomer or geometry (same formula, charge and spin): 0.259 eV



Computed, not measured: C14H37MgO9S5 as an isolated structure, with ωB97M-V/def2-TZVPD.

XYZ file:
```
66
Properties=species:S:1:pos:R:3
Mg 12.0259 4.9775 7.3791
O 13.5707 5.3849 6.4615
H 13.7022 5.9807 5.6984
C 16.9914 4.4348 6.3845
C 16.7671 4.7767 7.8314
C 15.5286 4.0732 8.3258
O 16.0756 3.2489 9.3418
C 17.3526 3.5364 9.5359
O 17.9031 3.3565 10.5844
O 17.8701 4.2909 8.5743
H 18.0183 4.7000 6.1327
H 16.1748 4.9159 5.8461
H 16.9936 3.3548 6.2374
H 16.7157 5.8638 7.8913
H 15.0547 3.5162 7.5175
H 14.6938 4.6721 8.6896
C 11.8785 3.5752 4.0010
S 10.5247 3.9030 5.1485
O 10.8432 5.2506 5.8278
C 9.2071 3.9891 3.9424
H 11.8649 4.3223 3.2074
H 11.7844 2.6541 3.4259
H 12.8141 3.4771 4.5517
H 9.4713 3.2175 3.2192
H 9.2804 4.9015 3.3505
H 8.1751 4.1087 4.2722
C 8.5878 3.7618 9.9123
S 9.9150 2.9903 8.9853
O 10.4267 4.2119 8.2644
C 8.9090 2.2756 7.5512
H 8.8904 4.4200 10.7268
H 7.8879 3.0020 10.2600
H 7.8120 4.1641 9.2609
H 8.3250 1.5544 8.1230
H 9.4513 1.6818 6.8154
H 8.2907 2.9771 6.9910
C 12.8025 6.4788 11.6204
S 12.3942 4.7686 11.1506
O 12.5511 4.5525 9.6230
C 13.6977 3.8522 12.0825
H 12.2514 7.1260 10.9381
H 13.8826 6.6254 11.6244
H 12.3112 6.7452 12.5562
H 14.6356 3.7226 11.5424
H 13.5054 2.7970 12.2765
H 13.8423 4.4420 12.9877
C 13.2643 8.6156 7.6270
S 11.4315 8.2214 7.8710
O 11.5073 6.6907 7.9679
C 10.9024 8.4785 6.0445
H 13.5787 7.9801 6.7992
H 13.9144 8.4395 8.4840
H 13.4534 9.6633 7.3932
H 9.8769 8.1140 6.1035
H 11.3879 7.8038 5.3394
H 10.6966 9.5147 5.7760
C 13.0357 0.8820 5.7282
S 13.1986 1.6290 7.4375
O 12.5213 2.9694 7.4030
C 12.2286 0.4951 8.4901
H 12.0268 0.6289 5.4022
H 13.4034 -0.1439 5.7501
H 13.6044 1.3756 4.9401
H 12.3331 0.8120 9.5278
H 12.5998 -0.5084 8.2821
H 11.2141 0.4678 8.0923
```

- LUMO (alpha / beta): 0.000 / -0.002 Eh
- Multiplicity: 2
- ⟨S²⟩: 0.75



Computed, not measured: C14H38Cd2N2O7 as an isolated structure, with ωB97M-V/def2-TZVPD.

XYZ file:
```
63
Properties=species:S:1:pos:R:3
Cd -3.2228 0.8298 -1.3101
Cd -1.3948 -0.0619 1.3493
C -4.8360 -0.5867 1.1235
O -3.5312 -0.1622 0.7078
H -5.3966 -0.6264 0.1896
H -4.6752 -1.5714 1.5624
H -5.3385 -0.0058 1.8969
C -0.1050 0.7609 -1.7236
O -1.0286 0.5760 -0.6564
H 0.5093 -0.1273 -1.8714
H -0.4288 0.9880 -2.7393
H 0.4643 1.6594 -1.4852
C 3.1499 -0.9084 -1.7470
O 4.4182 -1.4139 -1.2784
C 4.6072 -1.3881 0.1393
C 5.4477 -2.4315 0.7597
N 5.4888 -2.3277 2.2002
C 5.9463 -3.5960 2.6413
C 6.1372 -3.7470 4.1196
O 7.4226 -3.2867 4.2458
C 8.0605 -3.4783 5.5153
H 3.1293 0.0830 -2.1996
H 2.4490 -0.8189 -0.9170
H 2.6547 -1.7626 -2.2087
H 3.6565 -1.6088 0.6247
H 4.8681 -0.3452 0.3189
H 6.4074 -2.6019 0.2720
H 4.8040 -3.2989 0.6133
H 6.0318 -1.5617 2.5722
H 6.6663 -4.0911 1.9897
H 5.1595 -4.3326 2.4787
H 6.1383 -4.8344 4.1935
H 5.4263 -3.2156 4.7523
H 7.6511 -2.7031 6.1632
H 9.1240 -3.2420 5.5497
H 8.0760 -4.5012 5.8916
C -6.3361 1.0098 -2.1976
O -5.1974 1.4477 -1.4819
C -5.5171 2.7699 -0.9199
C -4.4912 3.2381 0.1258
N -3.1164 2.7685 -0.1381
C -2.1670 3.6471 -0.8832
C -2.4921 3.7080 -2.3852
O -2.8902 2.4330 -2.9805
C -3.4861 2.5585 -4.2820
H -6.4497 1.3358 -3.2315
H -7.2600 1.3671 -1.7429
H -6.4417 -0.0710 -2.1043
H -6.5078 2.6675 -0.4772
H -5.5365 3.5184 -1.7120
H -4.8331 2.9267 1.1128
H -4.4559 4.3273 0.1061
H -2.6962 2.5373 0.7507
H -1.1861 3.1802 -0.7932
H -2.1239 4.6907 -0.5717
H -1.6568 4.1939 -2.8894
H -3.4106 4.2949 -2.3814
H -2.9120 3.0932 -5.0387
H -4.4497 3.0638 -4.2166
H -3.6565 1.5962 -4.7647
O -1.3601 -2.1062 0.1157
H -1.5336 -1.5223 -0.6227
H -1.7733 -2.9338 -0.1304
```

- LUMO: -0.328 Eh
- Charge: +2
- Energy relative to the best compared isomer or geometry (same formula, charge and spin): 0.000 eV



Number 1: largest force on an atom 6.9 eV Å⁻¹, electronic energy -2230.12088 hartree. Number 2: largest force on an atom 6.8 eV Å⁻¹, electronic energy -2194.66797 hartree. Number 3: largest force on an atom 3.6 eV Å⁻¹, electronic energy -2518.94875 hartree. Number 4: largest force on an atom 1.6 eV Å⁻¹, electronic energy -1210.80149 hartree. Number 5: largest force on an atom 3.9 eV Å⁻¹, electronic energy -3423.60482 hartree. Number 6: largest force on an atom 3.5 eV Å⁻¹, electronic energy -1527.07701 hartree.